No. 1
{"formula": "C7H9NO", "method": "wB97M-V/def2-TZVPD", "charge": 0, "homo_ev": -9.4, "multiplicity": 1, "relative_energy_kj_mol": 378.3, "e_tot_ha": -401.996914, "e_lumo_ev": 0.9, "elements": ["C", "C", "C", "C", "C", "C", "C", "H", "H", "H", "H", "H", "H", "H", "H", "H", "N", "O"], "positions_angstrom": [[0.59523, 1.48243, 0.80217], [0.76928, 0.42090, 1.88851], [0.54468, -0.54534, 0.69296], [-0.15270, -1.79550, 0.20539], [-1.61275, -0.91202, -1.59974], [-0.46474, 0.03158, -1.40563], [-0.31851, 0.52415, 0.00025], [-0.05510, 0.43523, 2.54646], [1.75359, 0.50175, 2.38793], [1.46744, -0.47154, 0.08133], [-1.24967, -2.00386, 0.54722], [0.30846, -2.76738, 0.35826], [-2.00289, -1.17688, -2.61333], [-2.36674, -0.91046, -0.79591], [0.09624, 0.49384, -2.18627], [-1.31829, 0.66999, 0.51592], [-0.26248, -1.44655, -1.30923], [1.13018, 2.51475, 0.60244]], "forces_ev_per_a": [[-0.9, -0.4, -0.4], [1.4, -0.2, -0.5], [-0.2, 0.2, -0.7], [-2.0, -0.8, -0.3], [0.2, 0.1, -1.1], [-0.2, -0.7, 0.4], [-0.5, 1.1, 1.0], [-0.8, 0.0, 1.0], [-0.7, -0.5, -0.1], [-0.1, -0.4, 0.5], [1.9, 0.9, 0.0], [0.6, 0.2, -0.3], [0.4, 0.4, 1.0], [0.4, -0.1, -0.4], [0.0, 0.3, -0.6], [0.9, -0.5, -0.4], [-0.8, -0.5, 1.3], [0.5, 1.0, -0.2]]}

=====

No. 2
{"formula": "C7H9NO", "method": "wB97M-V/def2-TZVPD", "charge": 0, "homo_ev": -8.1, "multiplicity": 1, "relative_energy_kj_mol": 527.3, "e_tot_ha": -401.940168, "smiles": "C=CC=C=N.C=C=CO", "e_lumo_ev": 0.5, "elements": ["C", "C", "C", "C", "C", "C", "C", "N", "O", "H", "H", "H", "H", "H", "H", "H", "H", "H"], "positions_angstrom": [[-1.56021, 0.85707, 0.87766], [-2.05720, -0.31168, 0.37925], [-0.83205, 1.72009, 0.16050], [1.83903, -0.19600, -0.01829], [2.09404, 1.07281, 0.05702], [-2.05440, -0.68872, -0.87552], [1.41812, -1.46875, 0.06288], [-0.35813, 2.58523, -0.55786], [2.24512, -2.58141, 0.09306], [-1.38614, 1.00660, 1.99199], [-2.46555, -0.98669, 1.19215], [2.48791, 1.71817, -0.81652], [2.03523, 1.67239, 1.02654], [-2.50419, -1.61194, -1.26749], [-1.56275, -0.26021, -1.71531], [0.35902, -1.77546, -0.13870], [0.65888, 2.55510, -0.70897], [1.64327, -3.30659, 0.25762]], "forces_ev_per_a": [[3.3, 4.0, 2.7], [-1.8, -3.5, 1.0], [-0.6, 0.3, -0.4], [-0.8, -2.3, 0.4], [1.2, 2.2, 0.1], [-0.6, -2.3, -1.9], [-0.1, 0.9, -1.2], [-0.1, -0.3, 0.7], [-0.1, 0.9, 0.4], [-0.7, -0.2, -1.5], [0.1, 0.7, -1.3], [-0.7, -1.3, 1.2], [0.1, -1.1, -1.2], [0.0, 0.1, 0.9], [0.4, 1.3, -0.2], [0.8, 0.9, 0.3], [-0.6, -0.2, -0.1], [0.1, -0.4, 0.0]]}

=====

No. 3
{"formula": "C7H9NO", "method": "wB97M-V/def2-TZVPD", "charge": 0, "homo_ev": -8.8, "multiplicity": 1, "relative_energy_kj_mol": 611.5, "e_tot_ha": -401.908101, "smiles": "C#C[C@@H]1C[C@]2(N)C[C@H]2O1", "e_lumo_ev": 0.9, "elements": ["C", "C", "C", "C", "C", "C", "C", "H", "H", "H", "H", "H", "H", "H", "H", "H", "N", "O"], "positions_angstrom": [[1.17606, -0.07308, 0.37650], [-0.11427, -0.68133, 0.94221], [-0.96245, -0.59235, -0.44988], [0.46379, 1.03829, -0.36587], [1.82453, 1.32487, 0.13799], [-2.29807, -0.06900, -0.19991], [-3.40331, 0.39292, 0.01580], [2.15038, -1.84257, -0.11720], [1.24360, -1.23913, -1.29671], [-0.57322, -0.07126, 1.71470], [-0.01510, -1.70955, 1.25508], [-1.01266, -1.58856, -0.92685], [-0.24338, 1.57712, 0.25143], [2.76340, 1.24297, -0.40629], [1.78757, 2.13569, 0.83326], [-4.39307, 0.81142, 0.15338], [1.87788, -0.97477, -0.53854], [-0.27168, 0.31835, -1.37908]], "forces_ev_per_a": [[0.2, 0.3, 0.5], [0.5, 0.5, -1.0], [-0.3, -0.6, 0.1], [0.1, -0.6, -1.2], [0.4, -0.3, -0.2], [-2.0, 0.6, 0.3], [1.1, -0.4, -0.3], [0.2, -0.2, 0.6], [0.3, 0.2, 0.0], [-0.1, -0.1, 0.0], [0.0, -0.3, 0.2], [-0.1, 0.5, 0.1], [-0.1, 0.0, 0.1], [-0.4, -0.2, 0.1], [0.1, 0.3, 0.5], [0.7, -0.3, 0.0], [-0.9, 0.2, -0.8], [0.4, 0.3, 1.0]]}

=====

No. 4
{"formula": "C7H9NO", "method": "wB97M-V/def2-TZVPD", "charge": 0, "homo_ev": -7.9, "multiplicity": 1, "relative_energy_kj_mol": 303.6, "e_tot_ha": -402.025378, "smiles": "C1=C[C@H]2CN[C@H]3[C@@H]1[C@H]3O2", "e_lumo_ev": 0.9, "elements": ["C", "C", "C", "C", "C", "C", "C", "H", "H", "H", "H", "H", "H", "H", "H", "H", "N", "O"], "positions_angstrom": [[1.24766, -0.99252, -0.36387], [0.48973, 1.37573, -0.18031], [-0.06244, 0.97968, 1.12054], [0.04672, -1.27160, 0.53761], [-1.26704, -1.20794, -0.25589], [-1.79740, -0.01667, -0.47634], [-0.99328, 1.12072, -0.13033], [1.30527, -1.57518, -1.30419], [2.13835, -1.22410, 0.28964], [2.33600, 0.72994, -0.81800], [0.83730, 2.42024, -0.42916], [-0.16942, 1.70795, 1.89477], [0.22653, -2.24245, 0.98014], [-1.66452, -2.08290, -0.63352], [-2.76355, 0.15182, -0.95110], [-1.43652, 2.08202, -0.15647], [1.36597, 0.36924, -0.75022], [0.16064, -0.32398, 1.62670]], "forces_ev_per_a": [[1.8, -0.9, 0.7], [1.9, -1.1, -0.9], [-0.9, 0.6, 0.4], [0.3, 0.2, -1.1], [1.2, 1.2, 1.5], [0.2, -0.4, -1.0], [0.4, 1.5, 1.7], [-0.3, -0.4, 0.7], [-0.6, -0.3, -0.7], [-1.2, -0.7, 0.2], [-0.6, -1.3, 0.5], [-0.1, 0.1, 0.6], [-0.3, -0.2, 0.1], [-1.0, -1.8, -0.3], [0.3, -0.2, 0.0], [-0.9, 0.6, 0.1], [0.7, 2.7, -1.3], [-0.8, 0.6, -1.2]]}

=====

No. 5
{"formula": "C7H9NO2", "method": "wB97M-V/def2-TZVPD", "charge": 0, "homo_ev": -10.1, "multiplicity": 1, "relative_energy_kj_mol": 245.1, "e_tot_ha": -477.298534, "smiles": "CCCN1C(=O)C=CC1=O", "e_lumo_ev": -0.7, "elements": ["C", "C", "C", "C", "C", "C", "C", "H", "H", "H", "H", "H", "H", "H", "H", "H", "N", "O", "O"], "positions_angstrom": [[-1.71961, -0.44294, 1.10235], [-1.86532, 0.41422, -0.15128], [-0.81071, 0.10355, -1.22093], [1.22269, 1.18463, -0.24730], [2.51590, 0.69068, 0.36566], [2.44867, -0.67441, 0.27972], [1.17063, -1.16665, -0.40234], [-0.58547, -0.14703, 1.67484], [-2.56532, -0.26008, 2.08733], [-1.85187, -1.40174, 0.86433], [-2.71041, 0.35050, -0.61061], [-1.83056, 1.51639, 0.07094], [-1.08920, -0.88840, -1.56649], [-0.86494, 0.70959, -2.23400], [3.32918, 1.24956, 0.90615], [3.12602, -1.39477, 0.79489], [0.48896, 0.05552, -0.68173], [0.78378, 2.34262, -0.37094], [0.80760, -2.24125, -0.66056]], "forces_ev_per_a": [[1.0, 5.4, 5.0], [4.7, 3.0, 2.6], [-1.4, 0.3, -1.9], [-1.6, 2.1, -0.7], [-0.1, -2.3, 0.2], [0.8, 0.6, 1.2], [1.3, 4.9, 0.7], [-3.4, -1.3, -1.8], [2.4, -0.1, -3.3], [0.1, -4.1, -0.6], [-5.6, -1.0, -2.5], [0.3, -0.9, 0.2], [0.5, -0.4, 0.0], [0.0, -0.6, 2.4], [-1.3, -0.4, -0.9], [-0.5, 0.7, -0.8], [2.1, -0.2, 0.4], [1.4, -2.8, 0.4], [-0.9, -2.9, -0.5]]}

=====

No. 6
{"formula": "C7H9NO2", "method": "wB97M-V/def2-TZVPD", "charge": 0, "homo_ev": -10.0, "multiplicity": 1, "relative_energy_kj_mol": 418.2, "e_tot_ha": -477.232610, "smiles": "CCCN1C(=O)C=CC1=O", "e_lumo_ev": -0.3, "elements": ["C", "C", "C", "C", "C", "C", "C", "H", "H", "H", "H", "H", "H", "H", "H", "H", "N", "O", "O"], "positions_angstrom": [[0.24773, 3.04871, -0.60126], [-0.76306, 2.13696, 0.16794], [0.01410, 1.12152, 0.98347], [-0.98236, -1.20848, 0.51606], [-0.54551, -2.31152, -0.44386], [0.58089, -2.03528, -0.93962], [1.14049, -0.67749, -0.46931], [0.76939, 2.46107, -1.26569], [-0.43962, 3.41059, -1.08937], [0.77105, 3.77166, 0.17955], [-1.32383, 2.45717, 0.81413], [-1.23909, 1.40459, -0.52474], [1.26271, 1.33113, 0.95765], [-0.36527, 1.09754, 2.12923], [-1.01394, -3.16146, -0.44416], [1.10167, -2.57847, -1.75272], [0.10919, -0.26532, 0.40115], [-1.91231, -1.09613, 1.16942], [2.10716, -0.00176, -0.80597]], "forces_ev_per_a": [[3.1, -1.9, 8.1], [7.8, -6.3, -6.3], [4.3, -1.5, 2.4], [6.2, -0.1, -3.9], [-1.2, 3.4, 3.0], [5.2, 1.1, -3.3], [-1.4, 1.0, 0.0], [2.1, -1.2, -0.9], [-6.1, 5.7, -5.7], [-0.8, -1.6, -2.2], [-6.5, 4.7, 6.0], [-0.5, 1.3, 0.0], [-3.5, 0.1, 0.6], [1.0, -0.4, -2.7], [-2.9, -4.6, -0.6], [-0.2, 0.2, 0.9], [-0.8, 1.2, 1.0], [-4.4, 0.5, 3.0], [-1.4, -1.7, 0.5]]}